Record 1
Density functional theory data (ωB97M-V/def2-TZVPD) for 12 unconnected molecules or ions with the total composition C16H54F6O11P.

Structure (XYZ):
```
88
Properties=species:S:1:pos:R:3:mulliken_charge:R:1
P -0.0384 -0.9564 -0.4609 1.559
F 0.9908 -0.4843 -1.6527 -0.017
F -0.0672 -2.4048 -1.1698 -0.547
F 1.4516 -1.2289 0.2589 -0.612
F -0.7416 -1.7077 0.7432 -0.287
F -0.1112 0.3756 0.3884 -0.217
F -1.4027 -0.5516 -1.2848 -0.386
C -0.6403 -0.5186 -6.6034 -1.338
C -0.5900 0.1772 -5.2930 -0.151
O 0.1583 -0.5443 -4.3469 -0.444
H -1.4467 -1.2316 -6.7748 0.328
H 0.2965 -0.7379 -7.1157 0.305
H -1.1325 0.2153 -7.2415 0.414
H -1.5482 0.2531 -4.7790 0.265
H -0.1820 1.1867 -5.3436 0.326
H 0.4622 0.0630 -3.6683 0.091
C -4.7215 0.6947 2.5999 -1.195
C -4.0503 1.5840 1.6375 0.359
O -3.6528 0.8120 0.5457 -0.492
H -5.7994 0.7729 2.4585 0.304
H -4.5666 0.9749 3.6418 0.346
H -4.2634 -0.2925 2.5396 0.301
H -3.1450 2.0074 2.0724 -0.183
H -4.7362 2.3657 1.3109 0.251
H -2.7434 1.0319 0.3308 0.174
O 2.5679 -1.9318 -4.3088 -0.605
H 2.4733 -2.3962 -5.1404 0.263
H 1.6977 -1.5738 -4.1335 0.382
O -1.9923 -3.1194 -3.3983 -0.618
H -1.3882 -2.5199 -2.9603 0.264
H -1.5035 -3.4421 -4.1553 0.257
O -2.2293 -4.4851 -0.7568 -0.594
H -1.4150 -3.9876 -0.8325 0.291
H -2.0839 -5.0720 -0.0148 0.291
O 3.2371 -2.3071 -1.4380 -0.629
H 2.6412 -1.7839 -0.9019 0.325
H 2.8814 -3.1947 -1.3955 0.303
O -3.9012 -1.6420 -1.1079 -0.609
H -4.7797 -1.3355 -0.8828 0.241
H -3.3170 -0.9591 -0.7784 0.354
C 0.4389 2.8271 -2.0971 -0.653
C -0.7859 3.3941 -1.2847 1.124
C -0.4269 4.1103 0.0509 -1.218
O -1.5080 4.2526 -2.0582 -0.591
H 1.0942 3.5308 -2.6106 0.466
H 0.0723 2.2619 -2.9539 0.175
H 1.0260 2.0661 -1.5831 -0.304
H -1.4013 2.5343 -1.0199 -0.378
H -1.3307 4.2584 0.6419 0.296
H 0.0271 5.0814 -0.1465 0.453
H 0.3519 3.5451 0.5628 0.145
H -1.0078 5.0514 -2.2406 0.387
C 1.6893 0.8973 3.4515 -0.711
C 0.5028 1.2103 4.3874 0.235
C -0.5208 2.2550 3.8424 -0.910
O -0.2767 0.0482 4.6331 -0.527
H 2.5282 0.4427 3.9785 0.329
H 1.9856 1.7394 2.8260 0.345
H 1.3358 0.1483 2.7429 -0.130
H 0.8088 1.6033 5.3570 0.298
H -0.1259 3.2708 3.8642 0.461
H -1.3478 2.4065 4.5361 0.393
H -0.9947 2.0230 2.8887 -0.144
H -0.5270 -0.3555 3.7988 0.301
C 3.6317 1.4551 -0.2811 -1.017
C 4.0096 1.9508 -1.7196 1.029
C 5.3311 2.7286 -1.6833 -1.570
O 4.2541 0.8849 -2.6798 -0.527
H 2.6060 1.0982 -0.1877 -0.175
H 3.6826 2.2402 0.4733 0.421
H 4.4415 0.8707 0.1556 0.537
H 3.3110 2.6114 -2.2332 -0.130
H 5.5892 3.0983 -2.6757 0.397
H 6.1412 2.0225 -1.5006 0.354
H 5.2740 3.5259 -0.9423 0.385
H 4.5096 1.2206 -3.5421 0.309
C -1.1030 -4.7604 4.9902 -1.659
C -0.7644 -3.4660 4.3481 0.911
C 0.5881 -2.9806 4.8419 -1.088
O -0.6876 -3.6497 2.9249 -0.527
H -1.0847 -4.5887 6.0664 0.399
H -0.3592 -5.5432 4.8413 0.363
H -2.1137 -5.1074 4.7754 0.380
H -1.5965 -2.8292 4.6483 0.206
H 0.5885 -2.7191 5.9001 0.350
H 1.0697 -2.1874 4.2701 0.109
H 1.3319 -3.7382 4.5951 0.405
H -0.9266 -2.8450 2.4592 0.225
```

LUMO   2.476 eV
HOMO level   -7.0324 eV
Energy   -2410.3922 Ha
Total charge   -1
Energy above the lowest of the compared OMol25 structures with the same formula, charge and spin   58.7 kcal per mole

---

Record 2
Density functional theory data (ωB97M-V/def2-TZVPD) for 12 unconnected molecules or ions with the total composition C16H56O15P.

Structure (XYZ):
```
88
Properties=species:S:1:pos:R:3:mulliken_charge:R:1
C -1.8026 2.9766 -0.4150 -1.448
C -0.5104 2.3384 -0.9533 0.604
C 0.0253 3.0682 -2.1627 0.155
O 0.6257 4.2951 -1.8308 -0.373
C 1.5643 4.7518 -2.8308 -0.266
C 1.0260 5.4576 -4.0477 -0.961
P 0.6453 4.5323 -5.4310 1.016
O 0.2982 5.2118 -6.7051 -0.828
O -0.6224 3.4580 -5.2647 -0.197
O 1.8731 3.4653 -5.6775 -0.599
H -1.9254 3.9896 -0.8079 0.369
H -1.7885 3.0614 0.6738 0.329
H -2.6640 2.3862 -0.7282 0.270
H -0.7490 1.3262 -1.2875 0.010
H 0.2370 2.2851 -0.1594 0.009
H 0.7657 2.4379 -2.6931 -0.226
H -0.8155 3.2572 -2.8402 0.286
H 2.2442 5.3908 -2.2554 0.284
H 2.1719 3.8748 -3.1272 0.220
H 0.0983 5.9882 -3.7960 0.150
H -0.3833 2.6342 -4.8279 0.054
H 2.1290 3.0225 -4.8598 0.304
C 1.4560 1.2741 3.1267 -0.538
O 1.4341 1.9990 1.9038 -0.453
H 0.4902 0.7794 3.2258 0.244
H 2.2442 0.5215 3.1311 0.210
H 1.5940 1.9362 3.9847 0.280
H 2.2844 2.4354 1.7993 0.229
C -0.4325 -1.7120 0.1264 -0.524
O -1.0772 -0.5138 0.5318 -0.488
H -1.1472 -2.2675 -0.4792 0.375
H 0.4566 -1.5070 -0.4769 0.198
H -0.1340 -2.3300 0.9759 0.161
H -0.4438 0.0116 1.0323 0.195
C -4.1611 1.7717 -3.5297 -0.745
O -2.9800 1.1153 -3.1043 -0.358
H -4.8127 1.8494 -2.6599 0.262
H -3.9554 2.7778 -3.9044 0.291
H -4.6856 1.2090 -4.3090 0.311
H -2.3829 1.0503 -3.8601 0.239
C 0.9251 -1.4059 6.0212 -0.475
O 1.5699 -0.1391 5.9157 -0.444
H 1.0599 -1.9153 5.0682 0.062
H 1.3689 -2.0149 6.8140 0.327
H -0.1424 -1.2877 6.2126 0.329
H 1.4586 0.3299 6.7469 0.245
C -1.6641 2.1928 -8.2047 -0.226
O -2.4917 3.1961 -7.6603 -0.557
H -2.2967 1.4603 -8.7084 0.284
H -0.9565 2.6053 -8.9310 0.243
H -1.0925 1.6811 -7.4228 -0.078
H -1.8997 3.8106 -7.1982 0.328
C 0.4049 -0.3487 -3.6997 -0.663
O -0.3656 0.3572 -4.6643 -0.478
H -0.3017 -0.8376 -3.0324 0.180
H 1.0385 -1.1076 -4.1683 0.400
H 1.0283 0.3254 -3.1064 0.275
H 0.2291 0.8192 -5.2645 0.201
C -3.5201 -1.6180 5.4102 -0.583
O -2.3404 -2.3145 5.7974 -0.467
H -4.1164 -1.4859 6.3104 0.239
H -3.2929 -0.6350 4.9915 0.273
H -4.1062 -2.1840 4.6820 0.259
H -1.8036 -2.4391 5.0082 0.254
C 0.7468 -5.1664 4.6447 -0.653
O 0.9972 -4.6219 3.3590 -0.420
H 1.3512 -4.6240 5.3697 0.243
H -0.3074 -5.0584 4.9106 0.269
H 1.0238 -6.2240 4.6783 0.289
H 0.4287 -5.1209 2.7581 0.252
C 5.1618 2.1705 4.6096 -0.635
O 4.4323 1.0518 4.1364 -0.433
H 5.6586 2.6124 3.7484 0.240
H 4.5082 2.9259 5.0566 0.262
H 5.9248 1.8869 5.3411 0.288
H 3.9614 0.6486 4.8737 0.262
C 2.5789 -4.2136 -0.8615 -0.526
O 1.6485 -3.9564 0.1776 -0.335
H 2.3297 -3.5422 -1.6807 0.120
H 3.6070 -4.0118 -0.5479 0.296
H 2.5162 -5.2437 -1.2252 0.266
H 1.8576 -4.5255 0.9252 0.227
C -2.5237 -6.8251 2.7206 -0.575
O -1.1319 -6.8907 3.0149 -0.457
H -2.6458 -6.0753 1.9428 0.228
H -2.9032 -7.7795 2.3485 0.266
H -3.1069 -6.5220 3.5935 0.280
H -0.9959 -7.5490 3.7016 0.264
```

LUMO   1.481 eV
HOMO level   -3.1663 eV
Energy   -2113.0498 Ha
Total charge   -1
Energy above the lowest of the compared OMol25 structures with the same formula, charge and spin   0.0 kcal per mole

---

Record 3
Density functional theory data (ωB97M-V/def2-TZVPD) for 13 unconnected molecules or ions with the total composition C16H58N20O16.

Structure (XYZ):
```
110
Properties=species:S:1:pos:R:3:mulliken_charge:R:1
C 3.2034 1.9683 -1.6713 0.396
O 2.3293 1.9127 -2.5370 -0.538
N 4.5419 2.0932 -1.9689 -0.439
N 2.9392 1.8464 -0.3391 0.247
H 5.1190 2.4436 -1.2237 0.190
H 4.7730 2.3718 -2.9055 0.264
H 1.9696 1.7375 -0.1065 -0.327
H 3.5885 1.7688 0.4246 0.149
C -0.7813 -3.9101 -3.9539 0.329
O -0.9514 -3.0139 -3.1277 -0.913
N -1.3175 -5.1713 -3.8261 -0.414
N -0.0961 -3.7166 -5.1047 -0.411
H -1.8639 -5.3315 -2.9980 0.263
H -1.3878 -5.8057 -4.5970 0.208
H 0.3843 -4.4922 -5.5230 0.183
H 0.2125 -2.7650 -5.3463 0.312
C 1.2429 -0.4630 -4.4300 0.526
O 1.1833 -1.2781 -5.3700 -0.866
N 0.4713 -0.5891 -3.3191 0.454
N 1.7428 0.8010 -4.6727 -0.363
H 0.6335 0.0964 -2.5974 -0.095
H 0.0571 -1.4969 -3.1495 -0.071
H 2.1697 1.2521 -3.8704 0.386
H 2.3579 0.8276 -5.4719 0.258
C -0.0381 0.3581 4.8939 0.557
O 0.0208 1.1978 3.9917 -0.579
N 0.9786 0.1541 5.7775 -0.401
N -1.1749 -0.3516 5.1382 -0.300
H 0.8223 -0.3701 6.6160 0.154
H 1.8554 0.5886 5.5506 0.209
H -1.9587 -0.2802 4.5184 0.170
H -1.3190 -0.7114 6.0641 0.165
C -0.3850 0.1507 0.1029 -0.415
O -1.3833 0.7900 0.4476 -0.448
N -0.4920 -0.9576 -0.7080 0.943
N 0.7952 0.1520 0.7963 1.614
H 0.3341 -1.4881 -0.9245 -0.102
H -1.4268 -1.1626 -1.0353 -0.021
H 1.5639 -0.4623 0.6154 -0.542
H 0.8695 0.9366 1.4257 -0.200
C 3.6869 1.0825 3.4932 0.313
O 2.8754 0.8509 2.6036 -0.259
N 3.4486 1.8275 4.6167 -0.488
N 4.9108 0.4928 3.4725 -0.301
H 4.1139 1.8851 5.3662 0.121
H 2.6121 2.3604 4.7847 0.257
H 5.6342 0.6581 4.1479 0.158
H 5.1285 -0.1964 2.7668 0.143
C -0.0681 5.1669 -0.0062 0.585
O 0.3467 5.8723 -0.9185 -0.686
N -0.6556 5.6216 1.1346 -0.303
N 0.3239 3.8267 0.0778 -0.025
H -0.9832 4.8809 1.7375 0.140
H -0.8471 6.6026 1.1805 0.223
H 1.0755 3.6306 -0.5598 -0.091
H 0.3607 3.4786 1.0224 0.087
C -1.6924 -2.6583 3.1901 0.423
O -1.5476 -3.5182 4.0497 -0.737
N -0.6492 -2.1172 2.4867 0.370
N -2.9079 -2.0499 2.9377 -0.342
H 0.2504 -2.3388 2.8678 0.126
H -0.8875 -1.3737 1.8585 -0.093
H -3.6538 -2.2251 3.5829 0.241
H -2.9163 -1.2585 2.3160 0.181
C 0.5804 -4.2407 0.0584 0.572
O 1.3960 -3.4922 -0.4821 -0.760
N -0.7656 -4.1060 -0.1283 -0.048
N 0.9453 -5.0802 1.1040 -0.462
H -1.4720 -4.7381 0.1911 0.256
H -0.9155 -3.4425 -0.8797 -0.086
H 1.8660 -5.4776 1.0208 0.265
H 0.1957 -5.6772 1.4130 0.186
C 4.4271 -1.2224 0.1646 0.472
O 5.2787 -0.5237 0.7053 -0.707
N 3.2916 -1.5943 0.8289 -0.264
N 4.5169 -1.7177 -1.1046 -0.344
H 3.2165 -1.1231 1.7187 -0.060
H 2.7009 -2.3494 0.5144 0.307
H 5.2042 -1.3903 -1.7570 0.217
H 4.0927 -2.6030 -1.3232 0.161
C -3.4024 3.8382 2.4356 -0.750
C -2.5582 3.1847 3.5040 -0.099
O -1.1979 3.4921 3.2650 -0.495
O -3.3814 3.1862 1.1826 -0.541
H -3.2365 4.9065 2.2825 0.359
H -4.4271 3.7352 2.8238 0.363
H -2.7173 2.0985 3.4258 0.035
H -2.9602 3.3907 4.5045 0.337
H -0.6663 2.7313 3.5685 0.389
H -2.6498 2.5573 1.1035 0.379
C -2.2149 2.5691 -2.5462 0.192
C -0.7431 2.7644 -2.9270 0.395
O -0.3569 4.0879 -3.3016 -0.669
O -3.0114 3.6266 -3.0536 -0.637
H -2.2244 2.6212 -1.4521 -0.144
H -2.5662 1.5915 -2.8756 0.086
H -0.4206 2.1750 -3.7977 0.384
H -0.1770 2.3409 -2.0940 -0.407
H 0.6011 4.0897 -3.2092 0.335
H -2.4256 4.3503 -3.3036 0.388
C -4.2753 -1.7619 -1.9774 -0.399
C -4.9941 -2.8034 -2.8012 -0.575
O -4.4115 -3.0620 -4.0502 -0.513
O -2.9561 -2.1683 -1.5952 -0.346
H -4.7367 -1.7465 -0.9806 0.334
H -4.3457 -0.7166 -2.2862 0.275
H -5.9797 -2.3474 -2.9816 0.354
H -5.2394 -3.6887 -2.2076 0.251
H -3.9998 -3.9229 -4.1374 0.294
H -2.4269 -2.4727 -2.3570 0.142
```

LUMO   0.054 eV
HOMO level   -8.2438 eV
Energy   -2943.7865 Ha
Energy above the lowest of the compared OMol25 structures with the same formula, charge and spin   0.0 kcal per mole